C19H21BrN2O3 | ωB97M-V with the def2-TZVPD basis set

Structure (ORCA input):
```
! RIJCOSX wB97M-V def2-TZVPD def2/J DEFGRID3
* xyz 0 1
C -0.5591 1.6196 3.8613
C 0.6547 2.4081 3.3996
H 1.5855 1.8704 3.6068
H 0.6958 3.3904 3.8826
O 0.5625 2.6283 1.9889
C 1.6402 2.4060 1.2380
O 2.7213 2.0920 1.6625
C 1.3114 2.6018 -0.2419
N 0.0160 2.0889 -0.6405
H -0.6959 2.5680 -0.0947
C -0.1295 0.6494 -0.4061
C -1.4560 0.1475 -0.9252
C -2.3013 0.9935 -1.6314
C -3.4810 0.5205 -2.1730
C -3.8493 -0.8069 -2.0472
C -3.0091 -1.6558 -1.3558
C -1.8260 -1.1957 -0.7836
N -1.0145 -2.1488 -0.1302
C -0.5283 -2.0908 1.1403
O -0.7040 -1.1504 1.8832
C 0.2555 -3.3251 1.5244
H 1.0596 -3.4912 0.8107
H -0.3960 -4.1968 1.5319
H 0.6742 -3.1891 2.5172
H -0.9633 -3.0455 -0.5926
H -3.2735 -2.6984 -1.2525
H -4.7672 -1.1697 -2.4819
Br -4.6065 1.7151 -3.1384
H -2.0094 2.0199 -1.7830
C 0.9747 -0.1091 -1.1130
C 0.9934 -0.1676 -2.5009
C 1.9933 -0.8620 -3.1574
C 2.9831 -1.5059 -2.4333
C 2.9746 -1.4431 -1.0505
C 1.9759 -0.7458 -0.3926
H 1.9812 -0.6872 0.6860
H 3.7509 -1.9327 -0.4810
H 3.7627 -2.0499 -2.9461
H 2.0016 -0.9003 -4.2368
H 0.2241 0.3422 -3.0612
H -0.0761 0.4230 0.6699
H 1.3277 3.6761 -0.4493
H 2.0961 2.1238 -0.8327
H -0.6098 0.6630 3.3471
H -0.4908 1.4448 4.9312
H -1.4693 2.1756 3.6511
*
```

Calculated values
SMILES string = CCOC(=O)CN[C@H](c1ccccc1)c1cc(Br)ccc1NC(C)=O
energy = -99210.2004 eV
ΔE to the lowest compared entry with this formula, charge and spin = 15.9 kcal/mol
orbital gap = 0.3435 hartree